Entry 1:
C49H46N7NaO7S2Si | the ωB97M-V functional and the def2-TZVPD basis

Geometry (Å):
Na -0.98149 -0.50487 -0.72826
O 6.57813 -2.58039 -3.81596
C 5.56904 -3.31355 -3.79322
O 5.40365 -4.46137 -4.25142
C 4.30235 -2.66310 -3.18184
C 4.33089 -1.37228 -2.67674
C 3.16305 -0.81814 -2.16019
N 2.01256 -1.48304 -2.09619
C 1.97565 -2.71710 -2.58841
C 3.09360 -3.34033 -3.13911
C 0.65082 -3.40715 -2.55146
C 0.28173 -4.26980 -3.58236
C -0.95090 -4.89792 -3.52678
C -1.77484 -4.65995 -2.44039
C -1.32068 -3.79189 -1.45673
N -0.14585 -3.17265 -1.50609
C 3.10681 0.60183 -1.69637
C 4.01418 1.54875 -2.17486
C 3.89137 2.86383 -1.75934
C 2.85953 3.20449 -0.89898
C 1.99317 2.19902 -0.48751
N 2.11719 0.93104 -0.86252
H 5.27288 -0.84124 -2.70243
H 3.06940 -4.35181 -3.52233
H 0.94649 -4.42351 -4.42143
H -1.26232 -5.55947 -4.32692
H -2.75283 -5.11286 -2.34940
H -1.94404 -3.57615 -0.59591
H 4.78555 1.25456 -2.87289
H 4.58391 3.61630 -2.11871
H 2.70500 4.22315 -0.56932
H 1.13355 2.42590 0.13364
N 2.63899 -5.17684 4.69284
C 3.56573 -5.66688 5.58282
C 3.56416 -6.75492 6.44710
C 4.70057 -6.94565 7.21282
C 5.79949 -6.07945 7.11738
C 5.79251 -4.99998 6.25370
C 4.65740 -4.79106 5.47328
N 4.38999 -3.80572 4.54187
C 3.18824 -4.06525 4.10036
C 2.46117 -3.29199 3.08516
C 3.10154 -2.27144 2.39565
C 2.38369 -1.56418 1.44160
N 1.10840 -1.80344 1.15322
C 0.50004 -2.78570 1.81063
C 1.13023 -3.55182 2.77886
H 1.73667 -5.56254 4.48434
H 2.71655 -7.42436 6.52114
H 4.74315 -7.78162 7.89952
H 6.67000 -6.26507 7.73383
H 6.63754 -4.32904 6.17359
H 4.13838 -2.04393 2.59877
H 2.84729 -0.76949 0.86840
H -0.54123 -2.94905 1.56010
H 0.55606 -4.31986 3.28294
C -0.06121 2.00866 -3.60808
S -0.45015 0.34085 -4.13554
C -2.02462 0.73084 -4.91128
O -0.78528 -0.38937 -2.89062
H 0.00368 2.67343 -4.47050
H 0.89744 1.95819 -3.09294
H -0.83576 2.31638 -2.90333
H -1.85707 1.34629 -5.79615
H -2.65514 1.24569 -4.18736
H -2.47590 -0.21887 -5.19371
O -1.19028 1.83940 -0.28978
Si -2.09003 3.12125 -0.23451
C -1.16801 4.79059 -0.40417
C -0.12590 4.91255 -1.32866
C 0.53627 6.11502 -1.53477
C 0.17020 7.24196 -0.80987
C -0.85613 7.14892 0.11901
C -1.51179 5.93810 0.31498
C -3.39645 3.18555 -1.61936
C -3.99047 1.98688 -2.03011
C -4.99369 1.97402 -2.99290
C -5.41650 3.16057 -3.57794
C -4.83241 4.36034 -3.19198
C -3.83779 4.36683 -2.22090
C -3.09395 3.35858 1.37069
C -4.47985 3.52319 1.40043
C -5.17138 3.65994 2.59908
C -4.48497 3.63700 3.80440
C -3.10395 3.48359 3.80231
C -2.42538 3.35178 2.59885
H 0.18657 4.03762 -1.88764
H 1.34352 6.17128 -2.25682
H 0.68531 8.18310 -0.96459
H -1.14603 8.02014 0.69587
H -2.31083 5.88629 1.04684
H -3.66389 1.04508 -1.59698
H -5.43874 1.02955 -3.28563
H -6.19509 3.15109 -4.33252
H -5.15188 5.29112 -3.64790
H -3.39146 5.31275 -1.92939
H -5.03435 3.52961 0.46773
H -6.24966 3.77409 2.59115
H -5.02181 3.73170 4.74123
H -2.55690 3.45313 4.73725
H -1.34718 3.22709 2.61391
C -4.39113 -0.20513 1.24417
S -3.46722 -1.48701 0.43285
O -2.12242 -1.42083 1.02748
O -4.15921 -2.73716 0.70178
O -3.41555 -1.10962 -0.98068
H -4.57359 -0.50231 2.27494
H -5.33173 -0.06599 0.71420
H -3.79982 0.70779 1.21042
N -0.61262 0.30510 3.12639
H -0.90040 -0.59160 2.74250
H 0.02347 0.66661 2.41903
H -1.44509 0.87733 3.01962

Computed properties:
- E: -110296.1558 eV
- Total charge: -2

***

Entry 2:
C49H47AuN4O2PTe | the ωB97M-V functional and the def2-TZVPD basis

Geometry (Å):
Au 0.02113 -0.29912 -0.30751
C 3.84273 -0.19741 0.44780
C 3.18202 0.02164 1.80964
C 2.43990 -1.22512 2.28458
C 2.30988 1.28205 1.81960
C 3.16403 2.55243 1.81999
O 2.56080 3.38725 0.81200
C 1.62298 2.64354 0.18547
N 1.42208 1.47135 0.64318
C 0.97423 3.37332 -0.94910
C 1.52746 4.62966 -1.22729
C 1.04577 5.43242 -2.24347
C -0.00850 4.99381 -3.02515
C -0.56164 3.75156 -2.77393
C -0.10412 2.92839 -1.74140
P -0.99486 1.33641 -1.60413
C -1.02694 0.79244 -3.35200
C -2.19318 0.47688 -4.04174
C -2.12382 0.00707 -5.35132
C -0.89668 -0.15309 -5.97638
C 0.27298 0.16117 -5.29136
C 0.20676 0.62749 -3.98838
C -2.71552 1.75542 -1.18521
C -3.56566 0.67613 -0.92629
C -4.89480 0.89104 -0.59139
C -5.38121 2.18839 -0.48348
C -4.53874 3.26456 -0.72123
C -3.21180 3.05204 -1.07608
H 4.47224 -1.08934 0.47052
H 4.47205 0.64662 0.14971
H 3.08041 -0.33944 -0.32481
H 3.97047 0.22654 2.54288
H 1.66109 -1.52212 1.57752
H 1.96289 -1.06515 3.25449
H 3.13044 -2.06690 2.37802
H 1.66618 1.25896 2.69963
H 4.19571 2.36436 1.52786
H 3.15103 3.08558 2.76606
H 2.35746 4.97562 -0.63167
H 1.50216 6.39715 -2.42810
H -0.39516 5.60847 -3.82804
H -1.37002 3.39801 -3.40248
H -3.16017 0.60126 -3.57015
H -3.03946 -0.22700 -5.88259
H -0.84727 -0.51665 -6.99506
H 1.23510 0.04811 -5.77868
H 1.12316 0.87946 -3.45896
H -3.17547 -0.33331 -0.97508
H -5.54672 0.04541 -0.40229
H -6.41518 2.35986 -0.20731
H -4.91367 4.27741 -0.63023
H -2.56470 3.90298 -1.24029
C -3.97189 -4.20703 -5.18482
C -2.47590 -4.39755 -5.24186
C -1.60784 -3.31530 -5.14733
C -0.22959 -3.47640 -5.17963
C 0.31696 -4.75029 -5.28887
N 1.71653 -5.00100 -5.33139
C 2.77152 -4.21342 -4.94308
O 3.86042 -4.26819 -5.47354
N 2.53596 -3.30054 -3.91235
C 1.75655 -3.44717 -2.75919
C 1.25133 -4.65829 -2.29200
C 0.48197 -4.66673 -1.14316
C 0.22092 -3.48398 -0.47981
N 0.71176 -2.32079 -0.91981
C 1.46415 -2.30566 -2.02572
C -0.53706 -5.84210 -5.39585
C -1.91196 -5.66377 -5.37925
H -4.26506 -3.25037 -5.61990
H -4.32682 -4.22275 -4.15076
H -4.49156 -5.00040 -5.72172
H -2.01165 -2.31006 -5.06361
H 0.40787 -2.60144 -5.13526
H 2.01193 -5.73338 -5.95427
H 3.24102 -2.58343 -3.89537
H 1.46691 -5.58065 -2.81352
H 0.08096 -5.59661 -0.76131
H -0.38982 -3.45114 0.41324
H 1.83173 -1.33987 -2.36291
H -0.11942 -6.84087 -5.49362
H -2.55800 -6.53088 -5.47116
Te -1.67489 -0.72714 2.27932
C -3.36646 -1.10051 3.49271
C -3.19507 -1.71255 4.73063
C -4.30053 -1.92827 5.54554
C -5.56560 -1.54008 5.12198
C -5.73037 -0.93295 3.88336
C -4.63126 -0.71354 3.06239
C -1.32635 1.23397 2.97977
C -0.42390 1.45140 4.02015
C -0.16709 2.74668 4.45690
C -0.80718 3.82479 3.85512
C -1.72019 3.60618 2.82959
C -1.98378 2.31235 2.39241
H -2.20929 -2.01578 5.06072
H -4.17039 -2.40054 6.51117
H -6.42524 -1.71191 5.75825
H -6.71627 -0.62908 3.55383
H -4.75833 -0.23301 2.09948
H 0.06993 0.61124 4.49582
H 0.52887 2.91270 5.27174
H -0.60428 4.83371 4.19550
H -2.23591 4.44305 2.37077
H -2.70875 2.14395 1.60597

Computed properties:
- E: -81902.1318 eV
- Total charge: +1

***

- Which value of E does entry 2 give?
  -81902.1318 eV

***

- Which of these has the highest total charge?
  C49H47AuN4O2PTe

***

- Which of these has the lowest E?
  C49H46N7NaO7S2Si

***

- Which of these has the highest total charge?
  C49H47AuN4O2PTe